# 1
Formula: C52H37FN2O12
Source: the Open Molecules 2025 dataset
Level of theory: ωB97M-V/def2-TZVPD

As for the maximum force: 1.618 eV Å⁻¹. The value obtained for the HOMO-LUMO gap is 3.399 eV. The LUMO energy comes out at 1.9 eV. The calculation puts the HOMO energy at -1.49 eV. The value obtained for the energy above the lowest of the compared OMol25 structures with the same formula, charge and spin is 22.22 kcal per mole.

Geometry as ORCA input:
```
! wB97M-V def2-TZVPD RIJCOSX def2/J DEFGRID3
* xyz -2 1
C 2.349 -3.202 1.612
C 2.227 -4.395 0.670
C 1.475 -4.129 -0.640
C 0.109 -3.412 -0.536
C 0.294 -1.891 -0.558
N -0.721 -3.890 0.572
C -0.810 -5.296 0.635
O -0.815 -5.878 1.686
N -0.889 -6.053 -0.626
C -0.041 -7.165 -0.641
O 0.917 -7.321 -1.344
F -0.386 -8.187 0.166
C -2.105 -3.366 0.520
C -2.826 -3.553 1.903
O -2.313 -2.952 2.900
O -3.851 -4.215 1.963
C -2.835 -3.979 -0.721
O -2.799 -3.233 -1.742
O -3.330 -5.103 -0.670
H 1.356 -2.913 1.925
H 2.823 -2.381 1.080
H 2.961 -3.461 2.468
H 1.802 -5.271 1.150
H 3.240 -4.689 0.388
H 2.113 -3.498 -1.254
H 1.331 -5.033 -1.215
H -0.423 -3.638 -1.464
H 1.172 -1.596 -1.118
H -0.576 -1.442 -1.024
H 0.380 -1.539 0.464
H -1.835 -6.428 -0.710
H -2.143 -2.302 0.352
C 2.614 1.799 -2.339
C 3.053 3.104 -2.549
C 3.424 3.895 -1.473
C 3.344 3.389 -0.180
C 2.876 2.090 0.026
C 2.524 1.296 -1.054
C 2.726 1.535 1.394
O 2.313 0.409 1.551
C 3.079 2.407 2.548
C 2.887 1.930 3.833
C 3.210 2.722 4.921
C 3.743 3.992 4.724
C 3.933 4.476 3.440
C 3.591 3.691 2.347
C 3.760 4.238 0.970
O 4.218 5.351 0.793
H 2.334 1.180 -3.182
H 3.108 3.501 -3.554
H 3.773 4.906 -1.633
H 2.175 0.285 -0.898
H 2.472 0.942 3.980
H 3.047 2.351 5.924
H 4.002 4.608 5.576
H 4.339 5.466 3.285
C -2.787 0.443 -4.673
C -3.697 0.209 -5.698
C -3.249 -0.150 -6.959
C -1.888 -0.269 -7.203
C -0.973 -0.009 -6.177
C -1.429 0.337 -4.912
C 0.490 -0.091 -6.424
O 1.286 0.131 -5.536
C 0.959 -0.449 -7.793
C 2.322 -0.484 -8.058
C 2.773 -0.825 -9.321
C 1.863 -1.142 -10.325
C 0.503 -1.104 -10.067
C 0.046 -0.750 -8.804
C -1.423 -0.682 -8.552
O -2.212 -0.958 -9.434
H -3.140 0.709 -3.686
H -4.758 0.301 -5.510
H -3.956 -0.342 -7.754
H -0.721 0.519 -4.116
H 3.026 -0.241 -7.274
H 3.835 -0.848 -9.526
H 2.217 -1.416 -11.310
H -0.207 -1.346 -10.846
C -2.590 6.464 7.299
C -1.455 6.483 6.495
C -1.079 5.348 5.798
C -1.831 4.185 5.910
C -2.956 4.159 6.732
C -3.338 5.305 7.418
C -3.750 2.902 6.903
O -4.732 2.898 7.623
C -3.303 1.686 6.186
C -3.986 0.490 6.368
C -3.579 -0.650 5.692
C -2.495 -0.609 4.818
C -1.809 0.580 4.635
C -2.200 1.726 5.322
C -1.425 2.973 5.139
O -0.474 3.008 4.387
H -2.888 7.356 7.837
H -0.864 7.387 6.411
H -0.201 5.359 5.167
H -4.218 5.285 8.046
H -4.831 0.452 7.041
H -4.109 -1.582 5.838
H -2.199 -1.514 4.293
H -0.965 0.617 3.961
*
```

***

# 2
Formula: C52H39Br2N3OP2RbS3
Source: the Open Molecules 2025 dataset
Level of theory: ωB97M-V/def2-TZVPD

As for the maximum force: 0.391 eV Å⁻¹. The value obtained for the HOMO-LUMO gap is 4.198 eV. The LUMO energy comes out at 1.7 eV. The calculation puts the HOMO energy at -2.53 eV. The value obtained for the energy above the lowest of the compared OMol25 structures with the same formula, charge and spin is 15.73 kcal per mole.

Geometry as ORCA input:
```
! wB97M-V def2-TZVPD RIJCOSX def2/J DEFGRID3
* xyz -1 1
Rb 0.045 -0.291 -0.031
Br -4.969 2.082 5.454
C -3.834 1.464 4.075
C -3.514 2.293 3.018
C -2.665 1.778 2.050
N -2.159 0.551 2.083
C -2.495 -0.246 3.099
C -3.328 0.180 4.132
C -1.934 -1.641 3.084
C -2.444 -2.636 3.909
C -1.877 -3.896 3.810
Br -2.539 -5.288 4.910
C -0.858 -4.141 2.918
C -0.423 -3.081 2.127
N -0.948 -1.861 2.221
H -3.902 3.298 2.944
H -2.386 2.393 1.201
H -3.571 -0.461 4.966
H -3.267 -2.466 4.587
H -0.413 -5.120 2.806
H 0.368 -3.211 1.388
O 0.681 2.546 -3.603
C -0.265 2.172 -4.516
C -0.046 2.042 -5.876
C -1.098 1.627 -6.685
C -2.341 1.344 -6.144
C -2.533 1.448 -4.771
C -1.500 1.857 -3.939
P -1.530 1.770 -2.117
C -3.274 1.393 -1.738
C -3.569 0.031 -1.618
C -4.843 -0.383 -1.262
C -5.830 0.558 -0.998
C -5.540 1.912 -1.098
C -4.269 2.329 -1.469
C -1.336 3.524 -1.629
C -1.782 4.600 -2.394
C -1.577 5.903 -1.966
C -0.921 6.147 -0.766
C -0.463 5.085 -0.001
C -0.663 3.781 -0.436
C 1.936 2.999 -3.941
C 2.109 4.024 -4.858
C 3.393 4.463 -5.142
C 4.480 3.881 -4.508
C 4.279 2.881 -3.566
C 3.002 2.431 -3.245
P 2.589 1.124 -2.001
C 4.153 0.992 -1.058
C 4.823 2.142 -0.630
C 5.942 2.050 0.183
C 6.386 0.807 0.616
C 5.701 -0.336 0.232
C 4.594 -0.251 -0.604
C 2.609 -0.315 -3.117
C 1.387 -0.887 -3.456
C 1.339 -2.020 -4.256
C 2.514 -2.579 -4.725
C 3.737 -1.988 -4.429
C 3.785 -0.857 -3.633
H 0.931 2.234 -6.297
H -0.930 1.513 -7.748
H -3.153 1.017 -6.779
H -3.491 1.186 -4.339
H -2.792 -0.712 -1.788
H -5.054 -1.441 -1.173
H -6.821 0.236 -0.705
H -6.306 2.648 -0.883
H -4.050 3.388 -1.537
H -2.281 4.411 -3.338
H -1.925 6.730 -2.572
H -0.758 7.165 -0.435
H 0.064 5.267 0.928
H -0.273 2.957 0.152
H 1.245 4.466 -5.338
H 3.540 5.260 -5.861
H 5.486 4.207 -4.740
H 5.135 2.441 -3.069
H 4.479 3.120 -0.950
H 6.464 2.952 0.483
H 7.256 0.732 1.258
H 6.019 -1.311 0.579
H 4.060 -1.156 -0.878
H 0.461 -0.464 -3.082
H 0.388 -2.501 -4.441
H 2.480 -3.500 -5.292
H 4.657 -2.432 -4.789
H 4.743 -0.418 -3.381
S 1.529 -5.039 -2.246
C 0.991 -3.699 -1.380
S -0.659 -3.153 -1.533
S 2.111 -2.793 -0.375
C 3.423 1.084 4.413
C 2.240 0.408 4.662
C 1.264 0.399 3.678
N 1.403 1.009 2.503
C 2.546 1.650 2.273
C 3.581 1.721 3.194
H 4.213 1.107 5.154
H 2.074 -0.116 5.594
H 0.333 -0.134 3.829
H 2.647 2.120 1.301
H 4.490 2.244 2.939
*
```

***

# 3
Formula: C52H39Cl2N8O5P2STi
Source: the Open Molecules 2025 dataset
Level of theory: ωB97M-V/def2-TZVPD

As for the maximum force: 5.265 eV Å⁻¹. The value obtained for the HOMO-LUMO gap is 6.539 eV. The LUMO energy comes out at -3.7 eV. The calculation puts the HOMO energy at -10.22 eV. The value obtained for the energy above the lowest of the compared OMol25 structures with the same formula, charge and spin is 44.41 kcal per mole.

Geometry as ORCA input:
```
! wB97M-V def2-TZVPD RIJCOSX def2/J DEFGRID3
* xyz 1 1
Ti 0.464 0.520 -0.348
Cl 5.938 1.070 -4.361
C 4.318 0.932 -3.813
C 4.043 1.044 -2.456
C 2.732 0.931 -2.004
N 2.288 1.117 -0.687
C 2.912 2.097 0.020
O 3.876 2.748 -0.344
C 2.304 2.355 1.362
C 2.717 3.491 2.052
C 2.155 3.770 3.283
C 1.224 2.875 3.788
C 0.883 1.765 3.031
N 1.391 1.500 1.829
C 1.700 0.629 -2.918
C 1.979 0.546 -4.281
C 3.282 0.723 -4.723
Cl 3.619 0.682 -6.404
N 0.490 0.344 -2.295
C -0.602 0.027 -3.036
O -0.833 0.317 -4.196
C -1.539 -0.830 -2.245
C -2.600 -1.486 -2.861
C -3.423 -2.284 -2.088
C -3.179 -2.349 -0.724
C -2.099 -1.654 -0.200
N -1.260 -0.943 -0.945
H 4.857 1.230 -1.777
H 3.473 4.112 1.598
H 2.437 4.656 3.832
H 0.771 3.030 4.756
H 0.179 1.040 3.422
H 1.195 0.358 -4.997
H -2.748 -1.357 -3.922
H -4.239 -2.835 -2.528
H -3.809 -2.928 -0.067
H -1.902 -1.665 0.860
N 0.452 -2.541 1.048
P 0.220 -1.333 2.310
C 1.365 -2.031 3.571
C 2.604 -1.406 3.683
C 3.564 -1.902 4.545
C 3.289 -3.023 5.313
C 2.055 -3.642 5.213
C 1.095 -3.156 4.341
C -1.412 -1.804 3.014
C -1.976 -3.077 3.015
C -3.220 -3.282 3.587
C -3.925 -2.225 4.140
C -3.387 -0.949 4.110
C -2.144 -0.742 3.543
P 1.438 -1.786 -0.127
C 3.128 -2.187 0.461
C 3.440 -3.521 0.715
C 4.660 -3.851 1.274
C 5.577 -2.856 1.577
C 5.280 -1.532 1.300
C 4.054 -1.194 0.753
C 1.305 -2.852 -1.591
C 2.178 -2.582 -2.644
C 2.073 -3.287 -3.828
C 1.104 -4.272 -3.964
C 0.241 -4.545 -2.915
C 0.326 -3.828 -1.734
H 0.782 -3.452 1.373
H 2.805 -0.525 3.086
H 4.522 -1.412 4.628
H 4.033 -3.408 5.994
H 1.834 -4.505 5.822
H 0.134 -3.644 4.276
H -1.460 -3.902 2.544
H -3.654 -4.271 3.593
H -4.897 -2.390 4.578
H -3.944 -0.114 4.508
H -1.746 0.262 3.477
H 2.724 -4.292 0.461
H 4.892 -4.887 1.469
H 6.526 -3.119 2.019
H 6.002 -0.759 1.511
H 3.816 -0.160 0.553
H 2.937 -1.818 -2.521
H 2.735 -3.061 -4.649
H 1.030 -4.831 -4.884
H -0.513 -5.311 -3.023
H -0.360 -4.019 -0.920
O -1.613 2.895 1.019
N -0.982 2.064 0.441
O -0.030 2.373 -0.306
O -0.983 0.875 0.831
S -6.078 3.751 -2.535
C -4.588 2.977 -2.026
C -3.335 3.398 -2.476
C -2.213 2.771 -1.978
N -2.279 1.790 -1.081
C -3.473 1.370 -0.668
C -4.651 1.912 -1.126
C -5.517 5.455 -2.485
C -5.079 5.984 -1.280
C -4.654 7.304 -1.277
N -4.651 8.065 -2.355
C -5.088 7.557 -3.491
C -5.542 6.249 -3.617
H -3.234 4.198 -3.193
H -1.212 3.063 -2.284
H -3.456 0.591 0.085
H -5.602 1.556 -0.764
H -5.068 5.393 -0.378
H -4.299 7.767 -0.367
H -5.063 8.223 -4.343
H -5.890 5.866 -4.562
*
```

***

# 4
Formula: C52H40F6InN6O6S2
Source: the Open Molecules 2025 dataset
Level of theory: ωB97M-V/def2-TZVPD

As for the maximum force: 0.669 eV Å⁻¹. The value obtained for the HOMO-LUMO gap (spin up / spin down) is 6.058 / 6.057 eV. The LUMO energy (spin up / spin down) comes out at 1.3 / 1.3 eV. The calculation puts the HOMO energy (spin up / spin down) at -4.76 / -4.76 eV. The value obtained for the energy above the lowest of the compared OMol25 structures with the same formula, charge and spin is 0.00 kcal per mole.

Geometry as ORCA input:
```
! wB97M-V def2-TZVPD RIJCOSX def2/J DEFGRID3
* xyz -1 1
In 0.129 -0.133 -0.144
C 4.465 0.171 -3.981
C 3.828 1.273 -3.425
C 3.182 1.174 -2.202
C 3.165 -0.039 -1.519
C 3.813 -1.142 -2.070
C 4.458 -1.038 -3.295
N 2.460 -0.168 -0.301
C 3.117 -0.370 0.810
C 4.555 -0.272 0.944
C 5.160 -0.518 2.128
C 4.426 -0.894 3.301
C 3.080 -0.992 3.236
C 2.396 -0.738 2.012
N 1.067 -0.836 1.884
N 0.363 -1.259 2.858
C -1.002 -1.222 2.581
C -1.852 -1.791 3.533
C -3.209 -1.739 3.333
C -3.709 -1.103 2.197
C -2.812 -0.576 1.301
N -1.484 -0.649 1.471
H 4.957 0.251 -4.941
H 3.824 2.219 -3.955
H 2.657 2.012 -1.764
H 3.781 -2.086 -1.538
H 4.948 -1.907 -3.717
H 5.128 0.030 0.078
H 6.236 -0.408 2.200
H 4.950 -1.062 4.233
H 2.482 -1.238 4.102
H -1.405 -2.249 4.404
H -3.884 -2.170 4.061
H -4.771 -1.004 2.022
H -3.141 -0.060 0.413
O 0.462 -1.934 -1.188
C -0.152 -3.160 -1.253
C -1.673 -3.005 -0.964
C -2.277 -1.975 -1.865
C -2.993 -2.344 -2.993
C -3.424 -1.367 -3.874
C -3.134 -0.048 -3.599
C -2.446 0.263 -2.430
C -2.077 1.676 -2.109
C -0.578 1.961 -2.432
O 0.273 1.329 -1.535
C -0.293 3.470 -2.367
C 0.882 3.952 -2.943
C 1.217 5.294 -2.871
C 0.370 6.190 -2.228
C -0.796 5.722 -1.646
C -1.119 4.370 -1.706
C -0.318 1.444 -3.856
C 0.296 0.211 -4.050
C 0.441 -0.310 -5.331
C -0.021 0.396 -6.433
C -0.633 1.629 -6.246
C -0.781 2.145 -4.967
N -2.038 -0.683 -1.576
C 0.434 -4.128 -0.205
C -0.098 -5.396 0.028
C 0.449 -6.231 0.990
C 1.549 -5.818 1.732
C 2.097 -4.566 1.495
C 1.544 -3.735 0.529
C 0.098 -3.786 -2.643
C -0.680 -4.802 -3.190
C -0.378 -5.352 -4.430
C 0.717 -4.896 -5.148
C 1.505 -3.887 -4.609
C 1.194 -3.337 -3.374
H -1.747 -2.690 0.077
H -2.202 -3.954 -1.060
H -3.198 -3.390 -3.181
H -3.963 -1.639 -4.774
H -3.413 0.747 -4.279
H -2.217 1.864 -1.044
H -2.709 2.356 -2.683
H 1.537 3.259 -3.458
H 2.139 5.643 -3.320
H 0.625 7.241 -2.173
H -1.453 6.404 -1.121
H -2.021 4.027 -1.217
H 0.645 -0.348 -3.191
H 0.912 -1.277 -5.460
H 0.099 -0.007 -7.432
H -0.996 2.190 -7.100
H -1.257 3.111 -4.829
H -0.954 -5.743 -0.540
H 0.018 -7.211 1.160
H 1.976 -6.471 2.484
H 2.956 -4.226 2.062
H 1.979 -2.770 0.311
H -1.535 -5.192 -2.649
H -1.006 -6.136 -4.836
H 0.951 -5.317 -6.118
H 2.368 -3.519 -5.153
H 1.787 -2.534 -2.962
F 0.854 4.794 1.003
C 1.538 4.342 2.046
F 1.386 5.192 3.064
F 2.833 4.294 1.724
S 0.977 2.659 2.515
O 1.008 1.939 1.261
O 1.879 2.244 3.544
N -0.443 2.910 3.142
S -1.852 2.710 2.484
O -2.679 1.856 3.285
O -1.845 2.511 1.056
C -2.587 4.379 2.715
F -1.774 5.337 2.275
F -3.731 4.447 2.025
F -2.854 4.607 4.000
*
```